C19H21O2Y as an isolated structure at a distorted geometry. Source: the OMol25 dataset; level of theory: ωB97M-V/def2-TZVPD.

HOMO (alpha / beta): -7.16 / -6.27 eV
HOMO-LUMO gap (alpha / beta): 0.25170 / 0.21952 Eh
strongest force on any atom: 3.518 eV/Å
DFT total energy: -25174.0247 eV
energy relative to the best compared isomer or geometry (same formula, charge and spin): 68.3 kcal/mol
2S+1: 1

Last column: natural (NBO) charge in e.
Cartesian coordinates (Å):
C1 2.3491 0.9835 -0.7718  -0.249
C2 2.4789 -0.5320 -0.8409  -0.270
C3 1.4441 -0.9987 -1.7021  -0.388
H1 2.9059 -1.1901 -0.0462  0.219
C4 0.8299 0.1758 -2.2996  -0.447
C5 1.2606 1.3687 -1.6172  -0.489
H2 0.9658 2.3960 -1.7891  0.243
H3 2.7176 1.6900 0.0281  0.221
H4 1.2934 -2.0433 -1.9304  0.243
H5 0.1234 0.1501 -3.1083  0.233
C6 -0.7992 -1.2126 2.0027  -0.338
C7 0.5532 -1.0869 2.3456  -0.251
C8 0.8526 0.4124 2.4174  -0.050
H6 1.3799 -1.7963 2.1404  0.229
C9 -0.4518 1.1219 2.1375  -0.546
C10 -1.4283 0.1131 2.0110  -0.354
H7 -2.4800 0.2820 1.8384  0.243
H8 -1.2701 -2.1648 1.8221  0.253
H9 1.7159 1.0343 2.7286  0.241
H10 -0.5342 2.2069 2.1744  0.249
Y1 -0.1530 0.1536 -0.0689  2.046
O1 -1.5717 -1.0800 -0.7626  -0.945
C11 -1.9553 -1.3739 -2.0487  -0.112
C12 -2.7355 -0.2693 -2.6384  -0.105
H11 -1.0816 -1.6123 -2.6559  0.166
H12 -2.5451 -2.2551 -1.8408  0.179
H13 -2.1617 0.5220 -3.1167  0.182
H14 -4.2348 0.4842 -4.6607  0.202
C13 -4.8206 0.2290 -3.7728  -0.137
C14 -4.1113 -0.1984 -2.6014  -0.119
C15 -4.9117 -0.5453 -1.4542  -0.208
H15 -4.4006 -0.8530 -0.5369  0.221
C16 -6.2927 -0.4674 -1.5012  -0.204
H16 -6.8708 -0.7318 -0.6147  0.212
C17 -6.9535 -0.0613 -2.6693  -0.220
H17 -8.0413 -0.0114 -2.6937  0.213
C18 -6.2030 0.2806 -3.8030  -0.237
H18 -6.7092 0.5972 -4.7156  0.213
C19 3.3046 0.2663 1.7503  -0.275
O2 1.8582 0.2365 1.1815  -0.699
H19 3.4702 1.3146 1.9891  0.202
H20 3.9900 0.0610 0.9571  0.220
H21 3.1980 -0.5138 2.4832  0.214